[1]
{"formula": "C36H48AsN2O2S6SeTa", "method": "ωB97M-V/def2-TZVPD", "e_lumo_ev": -0.474, "multiplicity": 1, "gap_ev": 7.372, "e_tot_ev": -237941.5254, "e_homo_ev": -7.846, "charge": 0, "e_above_lowest_kcal_mol": 3.01, "elements": ["Ta", "C", "C", "C", "C", "C", "C", "C", "Se", "C", "C", "C", "C", "C", "C", "O", "C", "C", "C", "C", "C", "C", "C", "C", "C", "O", "C", "C", "C", "C", "C", "C", "H", "H", "H", "H", "H", "H", "H", "H", "H", "H", "H", "H", "H", "H", "H", "H", "H", "H", "H", "H", "H", "H", "H", "H", "H", "H", "H", "H", "H", "H", "H", "H", "H", "H", "H", "H", "H", "H", "H", "H", "C", "C", "N", "C", "C", "S", "C", "C", "S", "C", "N", "C", "H", "H", "H", "H", "H", "H", "H", "H", "S", "As", "S", "S", "S"], "xyz": [[-2.146, 0.021, 1.370], [2.984, -4.187, -2.562], [2.205, -4.949, -1.480], [1.214, -5.911, -2.147], [3.203, -5.776, -0.666], [1.442, -3.947, -0.612], [0.505, -3.106, -1.199], [-0.146, -2.163, -0.428], [-1.597, -1.114, -1.085], [-0.716, 0.456, -1.730], [0.034, 0.492, -2.890], [0.537, 1.700, -3.356], [0.186, 2.852, -2.651], [-0.592, 2.856, -1.495], [-1.007, 1.610, -1.002], [-1.681, 1.498, 0.158], [-1.004, 4.163, -0.807], [-0.512, 5.391, -1.578], [-2.538, 4.234, -0.732], [-0.424, 4.238, 0.615], [1.411, 1.722, -4.611], [1.875, 3.137, -4.964], [0.615, 1.167, -5.799], [2.654, 0.852, -4.379], [0.092, -2.038, 0.943], [-0.502, -1.012, 1.591], [0.950, -2.940, 1.586], [1.615, -3.853, 0.767], [1.093, -2.988, 3.113], [-0.280, -3.281, 3.740], [2.057, -4.093, 3.553], [1.621, -1.665, 3.687], [3.539, -4.887, -3.191], [3.696, -3.496, -2.105], [2.319, -3.611, -3.207], [1.748, -6.632, -2.771], [0.501, -5.382, -2.782], [0.648, -6.461, -1.392], [3.733, -6.460, -1.331], [2.703, -6.377, 0.096], [3.946, -5.143, -0.177], [0.274, -3.188, -2.254], [0.229, -0.429, -3.427], [0.534, 3.800, -3.029], [-0.899, 5.410, -2.599], [0.578, 5.441, -1.613], [-0.866, 6.290, -1.071], [-2.970, 4.220, -1.735], [-2.846, 5.159, -0.239], [-2.937, 3.393, -0.167], [0.665, 4.139, 0.592], [-0.844, 3.451, 1.237], [-0.668, 5.202, 1.068], [1.032, 3.796, -5.181], [2.505, 3.101, -5.854], [2.463, 3.580, -4.157], [-0.275, 1.773, -5.982], [0.292, 0.139, -5.626], [1.230, 1.177, -6.702], [3.238, 1.235, -3.539], [3.287, 0.855, -5.269], [2.388, -0.183, -4.159], [2.300, -4.542, 1.236], [-0.682, -4.225, 3.366], [-1.003, -2.499, 3.516], [-0.180, -3.355, 4.826], [1.716, -5.080, 3.236], [2.112, -4.098, 4.643], [3.068, -3.930, 3.170], [0.920, -0.855, 3.507], [2.596, -1.407, 3.261], [1.746, -1.765, 4.768], [1.551, 0.791, 1.201], [0.789, 1.375, 2.347], [-0.508, 1.377, 2.557], [-0.848, 2.174, 3.634], [0.200, 2.687, 4.318], [1.653, 2.251, 3.538], [-2.256, 2.549, 3.767], [-2.854, 3.152, 4.819], [-4.454, 3.557, 4.390], [-4.233, 2.863, 2.831], [-3.041, 2.366, 2.649], [-5.372, 2.856, 1.871], [0.916, 0.687, 0.327], [1.951, -0.191, 1.451], [2.384, 1.446, 0.946], [0.176, 3.361, 5.157], [-2.433, 3.379, 5.784], [-6.070, 3.660, 2.106], [-5.902, 1.906, 1.924], [-5.012, 2.977, 0.853], [-2.898, -2.632, 1.216], [-4.552, -1.508, 1.978], [-3.345, -0.445, 3.530], [-4.414, 0.052, 0.403], [-6.411, -2.216, 2.490]], "mulliken_charge": [-1.221, -1.629, 2.102, -1.688, -2.188, -0.367, -0.861, 0.778, 0.623, 0.720, -0.699, -0.768, 0.085, -0.861, 0.533, -0.246, 2.463, -2.545, -1.491, -1.369, 2.030, -2.160, -1.622, -1.594, -0.020, 0.605, -1.161, -0.085, 2.458, -1.343, -2.452, -1.484, 0.455, 0.353, 0.345, 0.454, 0.321, 0.372, 0.429, 0.425, 0.404, 0.628, 0.542, 0.629, 0.458, 0.448, 0.448, 0.410, 0.472, -0.056, 0.278, 0.067, 0.597, 0.411, 0.440, 0.396, 0.359, 0.313, 0.458, 0.340, 0.459, 0.286, 0.621, 0.339, -0.019, 0.472, 0.452, 0.461, 0.457, 0.019, 0.259, 0.626, -0.553, 0.423, 1.188, -0.816, -0.452, -0.301, -0.337, -0.331, -0.244, 0.420, 0.776, -1.269, -0.405, -0.044, 0.728, 0.468, 0.456, 0.501, 0.199, 0.216, -0.080, 0.345, -0.340, -0.302, -0.413]}

=====

[2]
{"formula": "C4H6N2", "method": "ωB97M-V/def2-TZVPD", "e_lumo_ev": 0.114, "multiplicity": 1, "gap_ev": 11.094, "e_tot_ev": -7222.6261, "e_homo_ev": -10.980, "charge": 0, "e_above_lowest_kcal_mol": 68.37, "elements": ["N", "C", "C", "C", "C", "N", "H", "H", "H", "H", "H", "H"], "xyz": [[3.376, -0.411, 0.342], [2.220, -0.410, 0.304], [0.782, -0.348, 0.311], [-0.212, 0.280, 1.243], [-1.169, -0.255, 0.148], [-0.007, -0.837, -0.574], [-0.303, -0.202, 2.220], [-0.152, 1.361, 1.386], [-0.647, 0.984, -2.802], [-1.671, 0.497, -0.468], [-1.890, -1.008, 0.469], [-0.330, 0.349, -2.578]], "mulliken_charge": [-0.393, 0.264, 0.474, -0.443, -0.306, -0.566, 0.239, 0.250, 0.101, 0.218, 0.258, -0.097]}